The following is a DFT calculation (ωB97M-V with the def2-TZVPD basis set) of a structure of composition CH2F2N2OP at a distorted geometry.

Frontier orbital gap (spin up / spin down) = 0.2928 / 0.3201 hartree
Electronic energy = -20806.15908 eV
Energy above the lowest of the compared OMol25 structures with the same formula, charge and spin = 164.3 kcal per mole
Total charge = +1
HOMO level (spin up / spin down) = -15.89 / -15.50 eV
LUMO energy (spin up / spin down) = -7.92 / -6.78 eV

CARTESIAN COORDINATES (ANGSTROEM)
C1 -0.73 0.03 1.74
N1 1.26 0.21 -1.46
N2 -0.23 0.45 -0.50
O1 -0.25 -0.39 0.42
F1 -1.97 0.45 1.62
F2 0.04 1.03 2.14
P1 1.79 -0.13 -2.84
H1 -0.64 -0.85 2.39
H2 0.72 -0.81 -3.50

The following is a DFT calculation (ωB97M-V with the def2-TZVPD basis set) of a structure of composition C29H42I2N7Ti.

Frontier orbital gap (spin up / spin down) = 0.2968 / 0.2937 hartree
Electronic energy = -80499.83072 eV
Energy above the lowest of the compared OMol25 structures with the same formula, charge and spin = 0.0 kcal per mole
Total charge = +1
HOMO level (spin up / spin down) = -10.15 / -10.50 eV
Multiplicity = 3
LUMO energy (spin up / spin down) = -2.07 / -2.51 eV

CARTESIAN COORDINATES (ANGSTROEM)
Ti1 -0.80 1.21 0.05
N1 -1.13 3.15 1.22
C1 -1.96 4.22 0.65
C2 -3.14 3.55 -0.03
N2 -2.67 2.56 -1.02
C3 -2.14 3.27 -2.21
C4 -0.96 2.54 -2.87
N3 -0.72 1.24 -2.22
C5 -3.79 1.65 -1.39
C6 -3.58 0.19 -0.99
N4 -2.81 0.14 0.26
H1 -1.49 2.85 2.12
H2 -0.18 3.47 1.41
H3 -1.36 4.80 -0.05
H4 -2.33 4.91 1.42
H5 -3.80 4.28 -0.50
H6 -3.72 3.02 0.73
H7 -1.81 4.25 -1.90
H8 -2.95 3.43 -2.93
H9 -0.05 3.13 -2.76
H10 -1.13 2.42 -3.94
H11 0.25 0.96 -2.36
H12 -1.29 0.52 -2.65
H13 -3.97 1.69 -2.47
H14 -4.70 2.02 -0.91
H15 -3.01 -0.36 -1.74
H16 -4.55 -0.30 -0.90
H17 -2.63 -0.81 0.55
H18 -3.35 0.55 1.03
C7 2.01 -2.95 2.91
C8 3.10 -3.17 1.90
C9 4.37 -3.59 2.30
C10 5.38 -3.81 1.37
C11 5.15 -3.60 0.02
C12 3.90 -3.17 -0.39
C13 2.89 -2.96 0.54
N5 1.61 -2.49 0.08
C14 1.26 -1.18 0.06
N6 2.17 -0.32 0.55
C15 2.34 1.05 0.23
C16 1.25 1.84 -0.13
C17 1.55 3.17 -0.47
C18 2.83 3.69 -0.41
C19 3.87 2.87 0.00
C20 3.65 1.54 0.32
C21 4.79 0.66 0.75
N7 0.09 -0.78 -0.41
C22 -0.68 -1.77 -1.11
C23 -0.58 -1.82 -2.50
C24 -1.36 -2.69 -3.25
C25 -2.24 -3.54 -2.61
C26 -2.30 -3.54 -1.23
C27 -1.52 -2.69 -0.45
C28 -1.56 -2.82 1.05
H19 2.37 -3.12 3.92
H20 1.18 -3.64 2.73
H21 1.60 -1.93 2.86
H22 4.56 -3.76 3.35
H23 6.35 -4.14 1.71
H24 5.93 -3.76 -0.71
H25 3.69 -2.99 -1.44
H26 0.90 -3.16 -0.14
H27 2.99 -0.77 0.93
H28 0.74 3.85 -0.77
H29 3.02 4.73 -0.67
H30 4.88 3.27 0.06
H31 5.73 1.21 0.74
H32 4.91 -0.21 0.10
H33 4.65 0.29 1.78
H34 0.15 -1.19 -3.00
H35 -1.26 -2.70 -4.33
H36 -2.86 -4.22 -3.18
H37 -2.96 -4.24 -0.72
H38 -1.10 -3.76 1.35
H39 -2.60 -2.86 1.41
H40 -1.05 -2.01 1.56
I1 -5.60 1.25 2.66
C29 -4.16 0.44 3.85
I2 -0.51 0.46 2.85
H41 -4.06 -0.63 3.87
H42 -3.66 1.08 4.55

The following is a DFT calculation (ωB97M-V with the def2-TZVPD basis set) of the ion C13H15N4O2 with charge +1 at a distorted geometry.

Frontier orbital gap = 0.3660 hartree
Electronic energy = -23771.30011 eV
Total charge = +1
HOMO level = -13.51 eV
SMILES string = Cc1cc(C)nc([NH2+]c2cc([N+](=O)[O-])ccc2C)n1
LUMO energy = -3.55 eV

CARTESIAN COORDINATES (ANGSTROEM)
C1 1.07 2.23 -3.17
C2 0.79 0.92 -2.53
N1 -0.28 0.84 -1.72
C3 -0.49 -0.33 -1.18
N2 0.18 -1.45 -1.31
C4 1.25 -1.40 -2.11
C5 1.58 -0.21 -2.75
H1 2.44 -0.15 -3.40
C6 2.03 -2.65 -2.28
H2 3.09 -2.46 -2.18
H3 1.86 -3.05 -3.29
H4 1.71 -3.39 -1.56
N3 -1.65 -0.41 -0.26
H5 -2.03 -1.36 -0.31
H6 -2.34 0.30 -0.55
C7 -1.21 -0.12 1.11
C8 -0.65 -1.15 1.84
C9 -0.21 -0.88 3.13
C10 -0.33 0.39 3.68
C11 -0.89 1.40 2.92
C12 -1.33 1.18 1.62
C13 -1.92 2.27 0.79
H7 -1.84 3.22 1.32
H8 -1.39 2.37 -0.16
H9 -2.98 2.09 0.59
H10 -0.97 2.39 3.34
H11 0.02 0.56 4.68
N4 0.39 -1.96 3.90
O1 0.47 -3.03 3.36
O2 0.75 -1.70 5.02
H12 -0.54 -2.15 1.44
H13 1.19 2.11 -4.24
H14 1.99 2.64 -2.77
H15 0.25 2.92 -2.97

The following is a DFT calculation (ωB97M-V with the def2-TZVPD basis set) of a structure of composition C29H28Cl2F4InN2SSb at a distorted geometry.

Frontier orbital gap = 0.2677 hartree
Electronic energy = -91953.48067 eV
Energy above the lowest of the compared OMol25 structures with the same formula, charge and spin = 13.1 kcal per mole
Total charge = +2
HOMO level = -13.74 eV
LUMO energy = -6.46 eV

CARTESIAN COORDINATES (ANGSTROEM)
In1 -0.25 0.03 0.65
C1 1.35 -1.59 3.09
N1 1.46 -1.37 1.63
C2 2.74 -0.71 1.32
C3 1.29 -2.62 0.87
C4 -0.20 -2.89 0.64
N2 -0.79 -1.83 -0.15
C5 -0.79 -1.91 -1.53
C6 -0.23 -0.90 -2.31
F1 0.47 0.10 -1.65
C7 -0.32 -0.86 -3.68
F2 0.23 0.18 -4.33
C8 -0.96 -1.87 -4.37
C9 -1.51 -2.90 -3.62
F3 -2.15 -3.88 -4.24
C10 -1.44 -2.92 -2.24
F4 -2.05 -3.90 -1.56
H1 2.25 -2.10 3.46
H2 0.48 -2.20 3.32
H3 1.26 -0.63 3.59
H4 3.59 -1.36 1.56
H5 2.83 0.20 1.93
H6 2.79 -0.44 0.27
H7 1.76 -3.47 1.37
H8 1.75 -2.48 -0.11
H9 -0.73 -2.94 1.60
H10 -0.31 -3.86 0.16
H11 -1.02 -1.87 -5.45
Cl1 -4.17 -1.16 -0.28
C11 -3.96 0.30 -1.24
Cl2 -2.43 1.15 -0.83
H12 -4.76 0.99 -1.01
H13 -3.92 0.05 -2.29
S1 -0.11 2.18 1.85
Sb1 0.27 3.93 0.25
C12 0.74 5.50 1.58
C13 1.76 5.37 2.52
C14 2.01 6.43 3.37
C15 1.27 7.60 3.28
C16 0.25 7.71 2.35
C17 -0.03 6.66 1.48
C18 -1.55 4.51 -0.70
C19 -2.65 4.69 0.13
C20 -3.86 5.02 -0.44
C21 -3.97 5.16 -1.82
C22 -2.86 5.00 -2.63
C23 -1.63 4.67 -2.08
C24 1.83 3.05 -0.90
C25 2.99 2.70 -0.23
C26 4.00 2.05 -0.92
C27 3.84 1.75 -2.27
C28 2.67 2.11 -2.93
C29 1.66 2.76 -2.25
H14 2.33 4.46 2.59
H15 2.80 6.34 4.11
H16 1.48 8.42 3.95
H17 -0.34 8.62 2.29
H18 -0.81 6.76 0.75
H19 -2.57 4.56 1.20
H20 -4.73 5.17 0.19
H21 -4.93 5.41 -2.26
H22 -2.94 5.15 -3.70
H23 -0.77 4.57 -2.72
H24 3.12 2.94 0.82
H25 4.92 1.79 -0.41
H26 4.63 1.25 -2.81
H27 2.56 1.89 -3.99
H28 0.75 3.04 -2.78

The following is a DFT calculation (ωB97M-V with the def2-TZVPD basis set) of the molecule C6H6FI at a distorted geometry.

Frontier orbital gap = 0.2950 hartree
Electronic energy = -17135.01237 eV
Energy above the lowest of the compared OMol25 structures with the same formula, charge and spin = 0.0 kcal per mole
Total charge = 0
HOMO level = -8.79 eV
SMILES string = FC1=CC=C[C@H](I)C1
LUMO energy = -0.76 eV

CARTESIAN COORDINATES (ANGSTROEM)
C1 -0.48 1.28 0.05
C2 0.83 1.36 0.18
C3 -1.21 0.01 -0.30
C4 1.61 0.15 0.00
C5 -0.41 -1.18 0.31
C6 1.11 -1.04 0.00
F1 1.77 -2.11 -0.28
I1 -3.64 0.17 -0.11
H1 -1.18 2.10 -0.01
H2 1.40 2.20 0.39
H3 -1.31 -0.01 -1.48
H4 2.72 0.33 -0.31
H5 -0.44 -1.10 1.35
H6 -0.77 -2.16 0.21

The following is a DFT calculation (ωB97M-V with the def2-TZVPD basis set) of a cluster of 11 separate species, C8H32O10 in total at a distorted geometry.

Frontier orbital gap = 0.3202 hartree
Electronic energy = -29286.90930 eV
Energy above the lowest of the compared OMol25 structures with the same formula, charge and spin = 75.8 kcal per mole
Total charge = 0
HOMO level = -8.69 eV
SMILES string = C=CC(=C)C(=C)CC.O.O.O.O.O.O.O.O.O.O
LUMO energy = 0.03 eV

CARTESIAN COORDINATES (ANGSTROEM)
C1 -0.09 2.00 -0.04
C2 0.04 0.51 -0.32
C3 0.61 -0.45 0.67
C4 0.66 -0.22 1.98
C5 0.54 -2.71 -0.57
C6 1.17 -1.68 -0.01
C7 2.68 -1.70 -0.04
C8 3.47 -0.97 0.76
H1 -0.24 2.52 -0.97
H2 -0.85 2.25 0.71
H3 0.91 2.45 0.33
H4 -0.96 0.06 -0.48
H5 0.49 0.23 -1.27
H6 0.52 0.66 2.56
H7 1.26 -0.92 2.56
H8 1.08 -3.50 -1.10
H9 -0.49 -3.11 -0.55
H10 2.98 -2.32 -0.83
H11 3.02 -0.29 1.45
H12 4.54 -0.84 0.43
H13 -0.82 -0.44 -3.06
H14 -1.25 0.75 -3.93
O1 -1.60 0.08 -3.34
H15 -2.57 -1.69 -1.54
H16 -3.09 -2.92 -0.67
O2 -2.38 -2.57 -1.22
H17 4.36 2.43 -0.57
H18 3.18 2.05 0.33
O3 3.87 1.65 -0.24
H19 -1.12 -0.02 3.40
H20 -2.58 0.15 3.92
O4 -1.80 0.64 3.66
H21 -0.51 -2.76 3.20
H22 -1.34 -1.73 2.39
O5 -0.92 -1.90 3.27
H23 -4.65 1.06 0.53
H24 -4.18 1.99 1.72
O6 -4.57 1.13 1.52
H25 4.16 0.13 -1.80
H26 3.23 -0.90 -2.56
O7 4.16 -0.66 -2.34
H27 2.64 2.61 -3.04
H28 2.20 1.88 -1.80
O8 1.86 2.44 -2.52
H29 -2.96 -1.39 0.95
H30 -2.82 -0.27 1.82
O9 -2.27 -0.75 1.18
H31 -3.10 3.02 -1.36
H32 -2.82 1.77 -1.55
O10 -3.66 2.25 -1.61

The following is a DFT calculation (ωB97M-V with the def2-TZVPD basis set) of a structure of composition C33H40FFeN4O3.

Frontier orbital gap (spin up / spin down) = 0.1695 / 0.2418 hartree
Electronic energy = -84070.49003 eV
Energy above the lowest of the compared OMol25 structures with the same formula, charge and spin = 44.3 kcal per mole
Total charge = +1
HOMO level (spin up / spin down) = -7.99 / -9.95 eV
Multiplicity = 5
LUMO energy (spin up / spin down) = -3.37 / -3.37 eV

CARTESIAN COORDINATES (ANGSTROEM)
Fe1 0.76 0.08 0.47
C1 -5.25 1.37 3.93
C2 -4.14 1.23 2.93
C3 -4.29 1.50 1.60
C4 -3.23 1.40 0.67
C5 -3.58 1.65 -0.68
N1 -2.87 1.97 -1.73
C6 -1.55 2.60 -1.84
C7 -1.71 3.90 -2.63
C8 -0.38 4.65 -2.82
N2 0.22 5.10 -1.57
C9 0.94 4.21 -0.80
C10 1.93 3.35 -1.34
C11 2.69 3.62 -2.49
C12 3.71 2.78 -2.94
C13 4.55 3.18 -4.12
C14 3.96 1.62 -2.24
C15 3.18 1.26 -1.12
C16 3.49 0.08 -0.36
N3 2.63 -0.54 0.38
C17 3.11 -1.53 1.34
C18 2.78 -1.07 2.76
C19 1.34 -1.36 3.14
N4 0.37 -0.55 2.39
C20 -0.65 -0.12 3.02
C21 -1.82 0.55 2.46
C22 -2.88 0.75 3.33
C23 -1.95 0.91 1.07
O1 -1.02 0.76 0.23
C24 2.17 2.12 -0.65
O2 1.44 1.83 0.40
H1 -6.06 1.99 3.53
H2 -4.90 1.84 4.85
H3 -5.67 0.40 4.20
H4 -5.26 1.82 1.24
H5 -4.64 1.54 -0.91
H6 -3.39 1.99 -2.60
H7 -0.88 1.92 -2.36
H8 -1.14 2.75 -0.84
H9 -2.43 4.55 -2.12
H10 -2.12 3.68 -3.62
H11 -0.55 5.51 -3.47
H12 0.33 4.00 -3.32
H13 -0.38 5.72 -1.04
H14 0.73 4.18 0.26
H15 2.51 4.55 -3.01
H16 4.07 3.97 -4.70
H17 4.73 2.34 -4.79
H18 5.52 3.56 -3.80
H19 4.76 0.95 -2.56
H20 4.51 -0.30 -0.39
H21 4.18 -1.70 1.21
H22 2.60 -2.47 1.15
H23 2.99 0.00 2.85
H24 3.43 -1.58 3.47
H25 1.18 -1.21 4.22
H26 1.12 -2.41 2.92
H27 -0.71 -0.30 4.10
H28 -2.74 0.48 4.37
F1 3.23 -7.64 0.54
C25 2.60 -6.48 0.26
C26 1.67 -5.99 1.16
C27 1.03 -4.81 0.86
C28 1.32 -4.09 -0.32
C29 0.69 -2.87 -0.60
C30 2.28 -4.64 -1.20
C31 2.92 -5.82 -0.92
H29 1.46 -6.55 2.06
H30 0.29 -4.41 1.55
H31 -0.08 -2.49 0.07
H32 0.88 -2.33 -1.52
H33 2.52 -4.11 -2.12
H34 3.66 -6.25 -1.58
C32 -3.55 -3.83 0.11
C33 -3.43 -2.33 0.30
O3 -2.40 -1.76 -0.50
H35 -4.39 -4.23 0.68
H36 -2.64 -4.34 0.44
H37 -3.72 -4.08 -0.94
H38 -3.17 -2.09 1.33
H39 -4.39 -1.84 0.09
H40 -2.51 -2.07 -1.40

The following is a DFT calculation (ωB97M-V with the def2-TZVPD basis set) of a cluster of 2 separate species, C6H14O in total at a distorted geometry.

Frontier orbital gap = 0.3840 hartree
Electronic energy = -8495.34542 eV
Energy above the lowest of the compared OMol25 structures with the same formula, charge and spin = 35.7 kcal per mole
Total charge = 0
HOMO level = -9.64 eV
SMILES string = C=CCCCC.O
LUMO energy = 0.81 eV

CARTESIAN COORDINATES (ANGSTROEM)
C1 0.50 -1.57 -0.70
C2 0.04 -0.58 0.34
C3 0.81 0.74 0.27
C4 0.29 1.86 -0.65
C5 -1.84 2.02 -2.01
C6 -0.67 1.46 -1.73
H1 1.48 -1.94 -0.44
H2 0.32 -1.21 -1.71
H3 -0.07 -2.51 -0.63
H4 -1.02 -0.32 0.24
H5 0.00 -0.93 1.36
H6 1.82 0.47 -0.06
H7 0.92 1.19 1.25
H8 1.14 2.39 -1.07
H9 -0.21 2.64 -0.06
H10 -2.16 2.92 -1.55
H11 -2.44 1.48 -2.72
H12 -0.53 0.48 -2.18
H13 1.32 -2.54 3.90
H14 0.59 -2.84 2.59
O1 0.50 -2.91 3.56

The following is a DFT calculation (ωB97M-V with the def2-TZVPD basis set) of a structure of composition H3IN2 at a distorted geometry.

Frontier orbital gap = 0.3246 hartree
Electronic energy = -11126.39505 eV
Energy above the lowest of the compared OMol25 structures with the same formula, charge and spin = 29.9 kcal per mole
Total charge = 0
HOMO level = -9.05 eV
LUMO energy = -0.21 eV

CARTESIAN COORDINATES (ANGSTROEM)
N1 -0.30 -0.57 0.07
N2 -0.21 0.94 -0.87
I1 -1.74 1.12 -2.15
H1 0.06 -0.38 0.96
H2 -1.44 -0.62 0.15
H3 0.61 0.62 -1.31

The following is a DFT calculation (ωB97M-V with the def2-TZVPD basis set) of a cluster of 14 separate species, H28O14 in total.

Frontier orbital gap = 0.3588 hartree
Electronic energy = -29120.73319 eV
Energy above the lowest of the compared OMol25 structures with the same formula, charge and spin = 21.2 kcal per mole
Total charge = 0
HOMO level = -9.96 eV
LUMO energy = -0.20 eV

CARTESIAN COORDINATES (ANGSTROEM)
O1 2.03 1.38 0.74
H1 2.59 1.40 -0.06
H2 2.62 1.65 1.45
O2 0.45 -3.70 0.31
H3 -0.01 -3.04 0.83
H4 0.11 -4.54 0.62
O3 -2.35 0.20 2.76
H5 -1.74 0.95 2.72
H6 -2.64 0.10 1.84
O4 -2.03 -2.87 -1.12
H7 -2.19 -2.91 -0.17
H8 -1.13 -2.53 -1.20
O5 0.01 -0.53 -0.80
H9 -0.37 -0.46 0.09
H10 0.45 0.31 -0.96
O6 2.73 2.04 -1.90
H11 1.85 2.39 -1.75
H12 3.28 2.82 -2.04
O7 0.77 -1.12 1.96
H13 0.97 -1.45 2.84
H14 1.29 -0.32 1.86
O8 1.52 -1.12 -3.36
H15 0.89 -1.04 -2.63
H16 2.31 -0.68 -3.02
O9 -1.64 1.98 -2.20
H17 -1.97 1.58 -3.01
H18 -2.39 2.47 -1.84
O10 3.16 -1.33 -0.37
H19 3.49 -2.11 0.09
H20 2.32 -1.15 0.06
O11 0.46 3.63 -1.08
H21 -0.22 2.96 -1.26
H22 0.00 4.36 -0.67
O12 -2.20 -2.47 1.72
H23 -1.75 -1.66 2.02
H24 -2.50 -2.89 2.53
O13 -0.36 2.21 1.93
H25 -0.25 2.74 2.73
H26 0.53 1.87 1.72
O14 -2.67 0.38 -0.08
H27 -3.38 -0.09 -0.52
H28 -2.04 0.58 -0.79

The following is a DFT calculation (ωB97M-V with the def2-TZVPD basis set) of a structure of composition C18H48ClMnO2P2Si4 at a distorted geometry.

Frontier orbital gap (spin up / spin down) = 0.1853 / 0.1731 hartree
Electronic energy = -117442.39527 eV
Total charge = +3
HOMO level (spin up / spin down) = -17.78 / -17.78 eV
Multiplicity = 4
LUMO energy (spin up / spin down) = -12.73 / -13.07 eV

CARTESIAN COORDINATES (ANGSTROEM)
C1 1.16 3.19 -5.30
C2 1.09 2.23 -4.15
H1 0.58 2.79 -6.14
H2 2.19 3.34 -5.63
H3 0.76 4.16 -5.03
O1 0.63 1.11 -4.18
Cl1 1.74 2.96 -2.65
Mn1 -0.28 -0.52 0.46
P1 1.71 -1.02 -0.28
C3 1.74 -2.80 -0.76
C4 2.29 -0.30 -1.85
H4 3.20 -0.80 -2.19
H5 4.03 -1.25 0.44
H6 2.48 0.77 -1.70
H7 3.37 0.37 0.78
H8 1.09 -2.92 -1.64
H9 1.51 -0.38 -2.61
C5 3.15 -0.71 0.81
H10 2.76 -3.08 -1.05
H11 2.96 -1.00 1.84
H12 1.37 -3.48 0.01
P2 -1.58 1.22 0.49
C6 -3.32 0.64 0.49
C7 -1.50 2.32 1.94
H13 -0.53 2.81 -1.00
H14 -2.27 3.19 -0.70
H15 -1.80 1.85 -1.81
C8 -1.54 2.39 -0.89
H16 -0.51 2.78 1.99
H17 -2.26 3.10 1.84
H18 -3.98 1.51 0.62
H19 -3.53 -0.10 1.26
H20 -1.66 1.76 2.87
H21 -3.53 0.19 -0.50
C9 -1.22 -1.58 -0.59
O2 -1.71 -2.35 -1.34
C10 2.06 0.32 4.24
Si1 0.28 -0.13 4.65
C11 0.19 -1.08 6.28
C12 -0.60 1.50 5.06
Si2 -0.38 -1.37 2.71
Si3 0.71 -3.50 3.16
C13 0.76 -4.18 4.94
C14 -0.28 -4.63 2.01
C15 2.52 -3.57 2.62
Si4 -2.56 -2.06 3.46
C16 -2.63 -3.37 4.83
C17 -3.52 -0.55 4.08
C18 -3.43 -2.78 1.94
H22 2.46 0.90 5.08
H23 2.15 0.95 3.33
H24 2.73 -0.54 4.09
H25 0.40 -0.33 7.06
H26 -0.81 -1.50 6.49
H27 0.93 -1.89 6.38
H28 -0.26 2.31 4.41
H29 -1.68 1.45 5.03
H30 -0.31 1.75 6.08
H31 -0.16 -4.03 5.52
H32 0.93 -5.26 4.87
H33 1.60 -3.75 5.49
H34 -0.45 -4.20 1.01
H35 0.30 -5.56 1.88
H36 -1.26 -4.92 2.42
H37 2.68 -3.40 1.55
H38 3.14 -2.86 3.18
H39 2.90 -4.58 2.86
H40 -2.19 -3.03 5.77
H41 -3.68 -3.59 5.03
H42 -2.15 -4.32 4.56
H43 -3.66 0.22 3.32
H44 -4.52 -0.91 4.38
H45 -3.06 -0.10 4.96
H46 -3.59 -2.07 1.13
H47 -2.87 -3.62 1.50
H48 -4.41 -3.16 2.25

The following is a DFT calculation (ωB97M-V with the def2-TZVPD basis set) of a cluster of 3 separate species, H4IO2 in total.

Frontier orbital gap = 0.2458 hartree
Electronic energy = -12263.01598 eV
Energy above the lowest of the compared OMol25 structures with the same formula, charge and spin = 15.1 kcal per mole
Total charge = -1
HOMO level = -3.38 eV
LUMO energy = 3.31 eV

CARTESIAN COORDINATES (ANGSTROEM)
I1 -1.69 2.80 -0.29
O1 0.11 -0.44 4.29
H1 -0.23 -0.20 3.43
H2 0.29 -1.38 4.23
O2 0.89 -0.25 -3.84
H3 0.40 -0.34 -4.66
H4 0.22 -0.19 -3.16